ORCA calculation (the ωB97M-V functional and the def2-TZVPD basis) on a structure of composition C29H22N7OPRhS4.

As for the net charge: +1. Its HOMO energy is -10.555 eV. The calculation puts the relative energy (zero: lowest compared OMol25 entry of this formula, charge and spin) at 0.0 kcal per mole.

Geometry (Å):
1 Rh -1.264 -0.556 0.180
2 O -1.814 -3.152 1.475
3 N -0.797 -2.231 1.368
4 C 0.316 -2.679 1.781
5 C 1.567 -1.915 1.916
6 C 2.475 -2.515 2.792
7 C 3.675 -1.912 3.123
8 C 3.990 -0.683 2.570
9 C 3.113 -0.087 1.677
10 C 1.902 -0.680 1.320
11 P 0.899 0.145 0.016
12 C 1.800 -0.256 -1.502
13 C 1.606 0.522 -2.643
14 C 2.210 0.160 -3.837
15 C 3.009 -0.973 -3.898
16 C 3.206 -1.747 -2.763
17 C 2.599 -1.395 -1.569
18 C 1.118 1.940 0.203
19 C 0.086 2.741 0.686
20 C 0.255 4.110 0.810
21 C 1.457 4.699 0.446
22 C 2.485 3.916 -0.057
23 C 2.317 2.547 -0.186
24 H -2.596 -2.671 1.151
25 H 0.322 -3.699 2.156
26 H 2.221 -3.471 3.232
27 H 4.355 -2.399 3.809
28 H 4.920 -0.190 2.818
29 H 3.385 0.865 1.247
30 H 0.971 1.398 -2.608
31 H 2.048 0.763 -4.720
32 H 3.473 -1.257 -4.833
33 H 3.826 -2.632 -2.810
34 H 2.748 -2.018 -0.695
35 H -0.868 2.301 0.939
36 H -0.561 4.720 1.175
37 H 1.585 5.770 0.536
38 H 3.416 4.371 -0.367
39 H 3.113 1.958 -0.621
40 N -0.038 0.941 3.364
41 C -1.361 0.921 3.125
42 N -1.932 0.437 2.042
43 C -3.319 0.537 2.136
44 C -3.781 1.140 3.247
45 S -2.469 1.593 4.266
46 C -4.106 -0.080 1.076
47 C -5.417 0.085 0.834
48 S -5.909 -0.907 -0.487
49 C -4.292 -1.500 -0.640
50 N -3.442 -0.979 0.239
51 N -3.990 -2.425 -1.552
52 H 0.589 0.392 2.800
53 H 0.307 1.269 4.249
54 H -4.802 1.304 3.547
55 H -6.117 0.725 1.342
56 H -4.687 -2.744 -2.202
57 H -3.015 -2.650 -1.725
58 S -0.872 -1.726 -1.761
59 C -1.325 -0.300 -2.656
60 S -1.683 0.964 -1.528
61 C -1.379 -0.216 -4.011
62 C -1.042 -1.354 -4.804
63 N -0.780 -2.275 -5.441
64 C -1.726 1.017 -4.640
65 N -1.981 2.021 -5.139